{"formula": "C2H5N3S2", "method": "ωB97M-V/def2-TZVPD", "homo_lumo_gap_ev": 8.928, "energy_ha": -1039.833466, "relative_energy_kcal_mol": 31.3, "multiplicity": 1, "total_charge": 0, "species": ["H", "N", "C", "N", "S", "N", "C", "S", "H", "H", "H", "H"], "coordinates": [[2.000, -1.421, -1.442], [1.320, -0.946, -0.891], [1.810, -0.084, -0.103], [3.127, 0.224, 0.180], [0.713, 0.884, 0.948], [-0.752, 0.702, 0.142], [-1.515, -0.423, 0.207], [-2.880, -0.665, -0.667], [3.812, -0.228, -0.435], [3.362, 1.140, 0.404], [-1.002, 1.380, -0.576], [-1.147, -1.203, 0.921]], "forces_ev_per_angstrom": [[0.72, -0.41, -0.51], [-0.47, 0.80, 0.90], [-0.15, -0.04, -0.20], [0.08, -2.30, -1.12], [-0.16, -0.12, -0.17], [-0.05, -0.09, -0.02], [-0.18, -0.70, 0.18], [0.51, 0.17, 0.30], [-0.45, 0.28, 0.50], [0.24, 1.76, 0.48], [0.08, -0.26, 0.24], [-0.16, 0.91, -0.58]], "nbo_charge": [0.346, -0.710, 0.286, -0.830, 0.415, -0.745, -0.062, -0.109, 0.389, 0.392, 0.418, 0.210]}